ORCA calculation (the ωB97M-V functional and the def2-TZVPD basis) on a structure of composition C11H27Br2HfO5 in a non-equilibrium geometry.

Geometry as XYZ:
```
46
Properties=species:S:1:pos:R:3:forces:R:3
Hf -0.0520 -0.2308 -0.7039 -2.876 1.222 3.438
Br -1.0824 0.5092 -3.1401 0.492 -0.345 0.903
Br -2.5500 -1.2685 0.0608 1.495 0.583 -0.677
C -1.2817 0.2852 3.2424 -0.194 0.263 0.596
C 0.0165 0.8146 2.6632 -0.226 0.862 -0.036
C 1.1924 0.6248 3.6162 -0.095 -0.811 -0.741
O 0.2577 0.2937 1.3806 0.416 -1.550 -3.985
H -1.3722 -0.7998 3.1900 0.000 0.033 -0.317
H -2.1446 0.7823 2.7999 -0.039 -0.368 -0.264
H -1.3350 0.5312 4.3064 0.095 0.073 -0.020
H -0.0899 1.9027 2.5111 -0.179 -0.013 0.268
H 1.4559 -0.4379 3.6232 0.051 0.031 0.146
H 0.8949 0.8978 4.6250 0.231 0.262 0.001
H 2.0647 1.1662 3.2527 0.025 0.128 0.257
C 0.4090 -2.8894 1.5924 0.661 0.090 1.003
O 0.3222 -2.4535 0.2378 0.140 0.956 -0.765
C 0.2937 -3.5695 -0.6645 0.360 -0.099 -0.631
C -0.2144 -3.1190 -2.0209 -1.516 -0.133 1.459
O 0.5142 -1.9159 -2.2970 0.628 -0.286 -0.131
C 1.1616 -1.9744 -3.5768 0.642 0.198 -0.611
H -0.5406 -3.2863 1.9473 0.014 -0.293 -0.291
H 0.6925 -2.0996 2.2853 -0.253 0.551 -0.605
H 1.2556 -3.5752 1.6730 -0.377 -0.464 -0.120
H -0.2846 -4.3880 -0.2404 -0.134 0.054 -0.030
H 1.3272 -3.8862 -0.8353 0.033 -0.208 0.351
H -1.2769 -2.8570 -2.0186 0.050 0.157 0.313
H -0.1902 -3.9443 -2.7320 0.948 0.333 -0.367
H 1.7762 -1.0888 -3.7142 -0.281 0.185 0.050
H 0.4427 -2.0707 -4.3882 -0.215 0.265 0.163
H 1.8450 -2.8234 -3.6445 -0.133 -0.141 0.425
C -2.6782 2.0724 -0.1408 -1.641 -1.350 -0.540
O -1.3004 1.8995 -0.4440 0.109 0.215 0.596
C -0.6337 3.1688 -0.3175 -0.342 -0.489 0.163
C 0.8549 2.9275 -0.1994 -0.915 0.533 -0.147
O 1.1355 1.8195 -1.0642 0.577 -0.603 -0.002
C 1.8181 2.1833 -2.2602 0.790 -1.005 -1.466
H -3.2611 1.2618 -0.5823 0.499 -0.168 -0.225
H -3.1332 2.9380 -0.6223 0.559 0.495 0.364
H -2.9126 1.9433 0.9165 0.424 0.669 0.166
H -1.0231 3.6824 0.5633 0.106 0.069 0.029
H -0.8950 3.7509 -1.2041 0.137 0.035 -0.042
H 1.1760 2.7178 0.8163 0.074 -0.237 -0.091
H 1.3051 3.8435 -0.5819 0.568 -0.244 0.112
H 2.8994 2.2716 -2.1384 -0.112 0.382 0.617
H 1.4219 3.0368 -2.8084 -0.317 0.197 0.556
H 1.7193 1.3534 -2.9634 -0.279 -0.036 0.125
```
Forces are in eV/Å.

Calculated values
total charge	+1
maximum force	4.65	eV/A
orbital gap	0.300	Ha

---

ORCA calculation (the ωB97M-V functional and the def2-TZVPD basis) on a cluster of 23 separate species, C41H128N28O23 in total in a non-equilibrium geometry.

Geometry as XYZ:
```
220
Properties=species:S:1:pos:R:3:forces:R:3
C -3.3885 -4.6365 2.1057 -0.403 -1.669 -4.690
O -4.4423 -5.0269 1.6803 -2.385 -1.131 -1.399
N -3.2102 -4.0963 3.1988 0.048 3.471 8.517
N -2.2393 -4.5805 1.4590 2.799 -1.284 -3.712
H -4.0141 -3.8953 3.7763 0.506 -0.043 0.265
H -2.2394 -4.0220 3.4674 -0.467 0.407 1.039
H -1.3981 -4.2608 1.9176 -0.035 0.070 -0.028
H -2.0452 -5.2404 0.7194 -0.224 0.197 -0.061
C 4.1189 -1.1676 -2.5862 1.852 -0.549 -2.687
O 5.0764 -0.8164 -3.2609 0.911 -0.014 -0.448
N 3.3718 -0.3511 -1.9381 -2.522 2.378 2.991
N 3.6502 -2.4229 -2.5390 -0.031 -1.768 0.509
H 3.3662 0.6491 -2.0783 0.421 -0.160 0.100
H 2.6562 -0.8106 -1.3933 -0.260 0.898 0.015
H 3.9319 -2.9987 -3.3195 0.124 -0.324 0.200
H 2.7302 -2.5050 -2.1304 0.048 -0.376 -0.584
C 0.9379 -3.4897 3.3837 -0.083 0.396 0.713
O -0.2020 -3.7063 3.1874 -6.209 -0.998 -1.277
N 1.6265 -2.5465 2.8693 2.278 3.575 -2.486
N 1.5950 -4.1446 4.2815 2.414 -2.086 2.405
H 1.2558 -1.8377 2.2526 -0.155 -0.610 -0.313
H 2.6156 -2.5886 3.0693 0.118 0.798 -0.467
H 2.5790 -3.9776 4.1272 0.302 -1.200 1.207
H 1.1245 -4.9060 4.7494 0.713 0.016 -0.171
C -0.9458 -7.4467 -0.0634 0.621 2.572 0.254
O -0.7417 -6.2759 -0.4095 0.164 0.212 -0.602
N -0.6575 -7.8362 1.1333 1.239 -1.260 4.822
N -1.4617 -8.3389 -0.8262 -1.339 -2.122 -2.619
H -0.3013 -7.2091 1.8404 -0.101 0.237 -0.522
H -0.8363 -8.7618 1.4957 -0.058 0.141 -0.410
H -1.7385 -7.9576 -1.7196 -0.615 -0.529 -0.454
H -1.7987 -9.2121 -0.4466 -0.013 0.246 -0.496
C 3.2672 6.9770 -0.6996 1.768 0.600 -1.499
O 2.3387 7.5332 -0.2128 -2.752 1.133 1.690
N 3.5439 5.7025 -0.7456 -0.151 -4.448 1.198
N 4.2249 7.5873 -1.4066 1.415 1.943 -1.108
H 4.4014 5.3418 -1.1390 -0.336 0.183 0.125
H 3.1036 5.0736 -0.0893 -0.497 -0.107 -0.270
H 4.2183 8.5912 -1.5171 0.251 -0.415 -0.125
H 4.9462 6.9617 -1.7358 0.160 1.220 -0.242
C -4.3141 -0.6984 -0.2165 1.030 0.674 1.518
O -3.5225 -0.1965 0.5592 2.424 0.070 2.185
N -4.6006 -1.9312 -0.4354 0.798 -6.431 1.488
N -4.9990 0.0226 -0.9675 -3.572 3.724 -3.858
H -4.2103 -2.5919 0.2214 -0.039 -0.364 -0.117
H -5.4151 -2.2782 -0.9215 0.260 0.349 0.140
H -4.8189 1.0159 -0.9996 -0.801 0.412 -0.360
H -5.6328 -0.5471 -1.5095 -0.273 1.666 -0.679
C 4.5105 -5.3919 -4.3816 -0.009 2.859 1.410
O 4.9865 -4.2927 -4.1838 0.914 0.890 -0.644
N 5.1543 -6.4060 -4.8479 3.757 -2.883 -2.130
N 3.3008 -5.6935 -4.0290 -3.823 -1.067 0.842
H 6.0707 -6.1381 -5.1775 -0.008 -0.620 -0.077
H 4.7606 -7.3038 -5.0912 0.167 0.465 -0.052
H 2.6834 -4.9683 -3.6928 -0.078 -0.432 0.075
H 3.1131 -6.6858 -4.0300 -0.943 0.571 0.337
C 2.0495 2.9659 1.0905 -2.710 2.655 1.233
O 1.7291 3.9016 0.3870 -0.272 2.048 -2.482
N 2.4828 1.8546 0.7275 3.530 -5.276 -3.816
N 1.6990 2.9615 2.3141 -2.263 1.832 6.148
H 2.7929 1.9398 -0.2299 0.859 -1.028 -0.565
H 2.9079 1.2710 1.4338 0.120 -0.335 -0.408
H 0.9859 3.6405 2.5391 0.467 0.039 0.396
H 1.7060 2.1849 2.9598 0.260 -0.235 -0.522
C -1.5052 -0.1762 3.4567 -0.831 1.224 -1.545
O -0.7559 -0.2468 4.3635 3.613 -0.243 4.774
N -1.8686 0.9757 2.9190 -0.651 2.516 -0.939
N -1.9853 -1.1855 2.8252 -1.246 -3.239 -1.322
H -2.5049 0.9155 2.1369 -0.400 0.693 0.381
H -1.7579 1.8089 3.4791 0.014 0.107 -0.446
H -2.5654 -0.9761 2.0254 -0.327 -0.927 -0.156
H -1.7586 -2.1026 3.1824 -0.046 0.160 -0.603
C 0.1704 -0.8373 -0.2002 -2.550 -0.821 -1.832
O 1.1784 -1.4318 -0.5533 0.895 -0.223 0.588
N -1.0547 -1.0565 -0.6699 -1.033 -2.740 -2.576
N -0.0146 0.1323 0.6222 3.032 3.645 3.903
H -1.8056 -0.4165 -0.4538 -0.083 -0.552 -0.367
H -1.0896 -1.7739 -1.3799 -0.840 0.118 0.021
H 0.8040 0.7145 0.7272 -0.104 0.443 0.750
H -0.9222 0.4358 0.9452 0.562 0.049 -0.155
C -0.5296 6.9616 2.7820 -0.924 1.177 0.743
O -1.1553 7.3589 3.7605 -0.130 -0.086 0.895
N -0.1176 7.7479 1.8088 0.239 2.232 -1.645
N -0.2072 5.7217 2.5154 0.235 -2.116 -0.021
H 0.3685 7.3105 1.0390 0.298 0.972 -0.115
H -0.3855 8.7215 1.8269 0.250 -0.315 -0.265
H -0.2276 5.0816 3.2964 -0.038 -0.610 -0.288
H 0.1382 5.5579 1.5806 0.345 -0.781 0.619
C 2.2444 2.7187 -2.8943 0.922 -1.396 1.492
O 3.1434 2.3650 -2.1505 1.400 0.424 1.034
N 1.0149 2.9093 -2.4772 -1.929 0.451 0.917
N 2.3335 2.7874 -4.1833 0.299 0.711 -3.746
H 0.3533 3.0633 -3.2247 -0.585 0.281 1.154
H 0.9448 3.1338 -1.4950 -0.655 0.348 0.046
H 1.4715 3.0982 -4.6083 0.803 -0.191 -0.876
H 3.1162 2.4495 -4.7249 -0.193 0.104 0.260
C -0.3419 3.4751 5.5060 -1.044 -0.472 -4.800
O -0.2756 3.6988 4.2731 0.562 -1.006 0.789
N -0.5006 2.2885 6.0417 0.401 -2.390 1.032
N -0.5346 4.4069 6.3535 0.043 3.136 3.193
H -0.5355 2.3109 7.0509 0.041 -1.001 -0.325
H -0.3236 1.4333 5.5344 -0.242 -0.293 -0.081
H -0.6288 5.3708 6.0668 -0.018 -0.085 0.295
H -0.7075 4.0186 7.2697 -0.160 1.606 0.200
C 0.2951 -3.9086 -2.7116 -0.340 0.501 0.835
O 0.7952 -3.0037 -3.3560 0.389 0.524 -0.452
N 0.0307 -3.8721 -1.4072 0.564 2.427 1.995
N -0.1301 -5.0600 -3.1592 -0.846 -3.644 -2.252
H -0.3475 -4.5943 -0.8109 0.169 -0.098 -0.544
H 0.3979 -3.0316 -0.9842 0.224 -0.122 0.419
H -0.0729 -5.3948 -4.1104 0.236 0.471 0.197
H -0.3514 -5.7231 -2.4302 -0.251 -0.307 -0.319
C 0.3480 0.4509 -6.7876 0.141 0.275 0.228
C 0.7935 -0.0723 -5.4154 -1.689 -0.270 0.178
C -0.3291 0.0152 -4.3581 0.271 1.750 -0.504
O 1.1061 -1.4027 -5.5504 0.942 -1.148 -0.945
H 1.1930 0.4858 -7.4754 0.211 0.398 0.181
H -0.0877 1.4321 -6.5994 0.163 0.315 -0.460
H -0.3811 -0.1231 -7.3595 -0.304 -0.412 0.643
H 1.6302 0.5485 -5.0949 0.269 -0.100 0.143
H -0.0121 -0.1394 -3.3267 0.153 -0.739 -0.140
H -1.2067 -0.5502 -4.6714 0.123 -0.246 0.216
H -0.6138 1.0671 -4.3339 -0.478 0.329 -0.034
H 1.0242 -1.8648 -4.7129 0.139 -0.258 0.367
C -2.6783 -2.9899 -6.0924 0.939 -1.486 -0.967
C -4.1119 -2.8674 -5.7236 -0.351 2.784 1.192
C -4.1703 -1.7528 -4.5747 -0.228 -0.562 -0.713
O -4.8546 -2.3875 -6.8677 0.057 0.430 0.605
H -2.2265 -2.0905 -6.5107 -0.415 0.115 -0.041
H -2.6897 -3.7717 -6.8518 0.576 -0.007 -0.496
H -1.9618 -3.3516 -5.3550 -0.355 0.039 0.535
H -4.6207 -3.7908 -5.4468 0.495 -0.075 0.569
H -5.1917 -1.5508 -4.2523 0.042 -0.108 0.213
H -3.7125 -0.7944 -4.8196 -0.342 0.105 -1.172
H -3.4862 -1.9408 -3.7471 -0.415 -1.052 0.377
H -4.8159 -3.0522 -7.5593 0.085 -0.119 -0.035
C 7.0454 1.9921 3.5817 0.084 -0.989 -0.684
C 6.8957 3.2167 2.7250 -0.425 -0.869 -1.388
C 5.4245 3.4801 2.3828 0.043 0.387 0.345
O 7.4965 4.2824 3.3557 0.347 1.696 1.171
H 6.7565 1.1458 2.9585 -0.169 -0.232 0.287
H 6.4430 2.0027 4.4901 -0.097 0.171 -0.039
H 8.0891 1.8155 3.8415 0.119 0.138 0.090
H 7.4747 3.1116 1.8075 -0.119 -0.551 -0.332
H 5.0028 3.8048 3.3340 -0.534 0.012 -0.113
H 4.8737 2.6321 1.9756 0.278 -0.399 0.346
H 5.2347 4.2562 1.6413 0.469 0.334 0.144
H 7.7775 3.9555 4.2135 0.102 0.429 0.120
C -1.5908 2.9525 0.0048 -1.234 -0.872 0.790
C -2.1588 4.3075 0.3773 1.057 1.381 -0.087
C -1.4242 5.3433 -0.4365 0.863 0.476 -0.192
O -3.5194 4.4548 0.0080 -0.614 -0.907 -0.346
H -2.2772 2.2074 0.4070 -0.146 -0.309 -0.092
H -0.6230 2.6919 0.4334 0.035 0.675 0.034
H -1.5525 2.7762 -1.0702 0.012 0.278 -0.110
H -2.1744 4.5721 1.4346 0.860 -0.591 0.147
H -0.3386 5.3646 -0.3414 0.153 -0.304 0.349
H -1.7519 6.3580 -0.2104 -0.249 0.028 -0.264
H -1.5636 5.0622 -1.4804 -0.344 0.416 -0.197
H -3.8559 5.2898 0.3413 0.047 0.044 0.017
C 2.4091 -0.8035 5.5488 -0.475 -0.436 0.431
C 2.4518 0.5448 4.8275 -0.012 -0.266 0.772
C 3.6929 1.3438 5.1425 1.504 0.000 0.402
O 2.3976 0.2709 3.4327 0.296 0.414 -0.329
H 1.5109 -1.3828 5.3349 -0.238 0.284 -0.611
H 2.3276 -0.7860 6.6356 0.590 0.571 0.159
H 3.2374 -1.4416 5.2408 0.267 0.203 0.101
H 1.5782 1.1361 5.1018 -0.069 -0.016 0.008
H 3.9461 2.2075 4.5277 -0.698 -0.039 -0.347
H 4.5947 0.7330 5.1000 -0.015 -0.501 -0.443
H 3.7893 1.7020 6.1675 -0.818 0.034 0.222
H 1.7426 -0.4258 3.3481 -0.316 -0.034 -0.059
C -4.8447 4.5776 -3.2110 -0.086 -0.039 -0.451
C -5.0357 3.1047 -2.8174 0.940 0.636 0.781
C -3.9112 2.2002 -3.3053 -0.789 -1.095 -1.100
O -5.0714 2.9953 -1.3952 -1.051 -0.766 -0.396
H -5.7938 5.1068 -3.2956 -0.086 -0.058 0.263
H -4.3887 4.6607 -4.1975 0.159 -0.044 -0.046
H -4.2229 5.1096 -2.4909 0.092 -0.120 -0.017
H -6.0170 2.8030 -3.1835 0.150 -0.451 -0.040
H -4.0105 1.1839 -2.9240 -0.161 0.080 0.418
H -2.8733 2.4666 -3.1056 -0.164 0.633 -0.037
H -4.0835 2.0061 -4.3639 0.535 0.396 -0.404
H -4.2453 3.3601 -1.0697 0.104 0.525 0.504
C -4.6295 -6.2539 -4.0523 -1.380 -0.118 -1.343
C -3.4296 -5.9379 -3.2101 -0.291 -0.949 -0.442
C -3.8206 -5.7122 -1.7598 1.102 -0.489 -0.620
O -2.6397 -7.1711 -3.2957 0.482 0.269 1.031
H -5.2350 -7.0929 -3.7094 0.350 -0.164 0.524
H -4.3481 -6.5430 -5.0650 0.394 -0.029 -0.129
H -5.3782 -5.4850 -4.2432 0.240 0.584 0.485
H -2.9012 -5.0857 -3.6375 0.347 -0.058 0.133
H -4.4004 -6.5894 -1.4727 -0.608 0.508 0.274
H -4.2805 -4.7247 -1.7203 -0.437 -0.349 0.436
H -2.9412 -5.7305 -1.1161 0.009 0.318 -0.151
H -2.1381 -7.2731 -4.1078 -0.263 0.424 -0.250
C -3.9565 5.4632 5.3556 0.499 -0.411 -0.133
C -4.5196 5.0550 3.9595 1.261 -1.322 -0.199
C -3.9974 3.6453 3.4353 1.233 0.393 0.844
O -5.8924 4.8817 3.9706 -2.004 0.563 0.902
H -2.8680 5.4463 5.3015 0.090 -0.241 -0.302
H -4.2216 4.8248 6.1983 -0.315 -0.480 -0.317
H -4.1224 6.4707 5.7372 -0.679 0.213 -0.707
H -4.2712 5.8771 3.2882 0.391 -0.054 -0.261
H -4.2625 3.3159 2.4306 -0.568 0.649 -0.158
H -4.3182 2.8420 4.0986 -0.441 0.220 0.249
H -2.9140 3.5263 3.4477 0.326 0.562 0.092
H -6.2573 4.8983 3.0828 0.198 -0.021 -0.051
C 4.6607 -3.4298 0.8253 -0.531 0.433 0.212
C 5.1766 -2.7776 2.1706 -0.617 1.482 -1.820
C 5.2539 -1.1989 2.1288 0.573 -0.949 -0.896
O 4.2887 -2.9838 3.2807 0.300 -1.344 0.466
H 5.2016 -3.1343 -0.0737 0.486 0.404 0.331
H 3.6403 -3.1581 0.5548 -0.213 0.509 0.434
H 4.6135 -4.5146 0.7309 0.441 -0.220 0.846
H 6.1553 -3.2102 2.3781 0.007 0.099 0.207
H 4.2870 -0.7018 2.2071 -0.198 -0.493 0.115
H 5.6820 -0.8516 1.1885 0.264 -0.026 -0.019
H 5.8665 -0.8403 2.9560 0.016 -0.084 0.029
H 4.8301 -3.2684 4.0207 -0.067 0.015 0.165
```
Forces are in eV/Å.

Calculated values
maximum force	9.20	eV/A
orbital gap	0.285	Ha

---

Q: What is the formula in the second record?
A: C41H128N28O23

---

Q: The lowest maximum force belongs to which entry?
A: C11H27Br2HfO5

---

Q: The lowest maximum force belongs to which entry?
A: C11H27Br2HfO5

---

Q: Which of these has the lowest maximum force?
A: C11H27Br2HfO5